Entry 1:
Density functional theory data (wB97M-V/def2-TZVPD) for C5H9IO in the gas phase.

## Properties
Lowest unoccupied orbital energy   -0.22 eV
Charge   0
Structure (SMILES)   CC(C)[C@H](I)C=O
Frontier orbital gap   9.5 eV
HOMO   -0.357 Eh
Energy above the lowest of the compared OMol25 structures with the same formula, charge and spin   16.0 kcal/mol
Calculated total energy   -15477.8245 eV
Multiplicity   1

The geometry in XYZ format:
```
16
C5H9IO, DFT wB97M-V/def2-TZVPD
C 0.91777 -1.65018 -0.34203
C -1.39277 0.15927 1.01445
C -0.27040 0.93645 -1.16560
C 1.00141 -0.45777 0.53821
C -0.10078 0.74527 0.30701
O 0.90516 -2.80559 -0.05236
I 3.04648 0.39978 0.23235
H 0.82512 -1.38607 -1.43558
H -1.82722 -0.68448 0.44812
H -1.22894 0.07747 2.10497
H -2.17251 0.81679 0.87133
H 0.64007 0.52638 -1.71927
H -1.16033 0.40233 -1.59126
H -0.33496 1.95989 -1.58728
H 1.00479 -0.64146 1.56533
H 0.14712 1.60191 0.81159
```



Entry 2:
Density functional theory data (wB97M-V/def2-TZVPD) for C5H9IO in the gas phase.

## Properties
Lowest unoccupied orbital energy   0.73 eV
Charge   0
Structure (SMILES)   CCO/C(C)=C\I
Frontier orbital gap   8.5 eV
HOMO   -0.286 Eh
Energy above the lowest of the compared OMol25 structures with the same formula, charge and spin   17.6 kcal/mol
Calculated total energy   -15477.7555 eV
Multiplicity   1

The geometry in XYZ format:
```
16
C5H9IO, DFT wB97M-V/def2-TZVPD
C 2.48539 -1.35114 -0.01939
C 1.07504 -0.98985 0.12774
C -0.01284 -2.00274 0.09148
C -0.29641 2.37709 0.13933
C -0.45696 0.86550 0.21641
O 0.84837 0.33066 0.24904
I 3.94328 0.13142 0.07796
H 2.79907 -2.37109 -0.07445
H -0.67143 -1.88311 0.95202
H 0.40914 -3.00226 0.10462
H -0.61598 -1.89110 -0.81144
H -1.26257 2.86988 0.21858
H 0.34739 2.71352 0.95056
H 0.17224 2.65047 -0.80199
H -1.00876 0.49278 -0.65602
H -1.00543 0.58322 1.12560
```



Entry 3:
Density functional theory data (wB97M-V/def2-TZVPD) for C5H9KO3 as an isolated structure.

## Properties
Lowest unoccupied orbital energy   -9.00 eV
Charge   +2
Frontier orbital gap   9.1 eV
HOMO   -0.665 Eh
Energy above the lowest of the compared OMol25 structures with the same formula, charge and spin   13.1 kcal/mol
Calculated total energy   -27780.9683 eV
Multiplicity   1

The geometry in XYZ format:
```
18
C5H9KO3, DFT wB97M-V/def2-TZVPD
H -1.46754 0.95755 0.74465
O -0.46130 0.96662 -0.88253
O 0.61739 -0.40771 0.56325
O 1.36587 1.74595 0.16550
C -1.81952 1.10453 -0.41131
C 1.74969 -0.96239 0.54983
C -2.77939 0.20867 -1.12436
C 1.92306 -2.29912 1.06510
C 0.45241 0.97891 0.07216
H -2.04364 2.17151 -0.49860
H 2.56825 -0.42406 0.05033
H -3.19520 -0.49358 -0.38992
H -3.60906 0.79848 -1.53675
H -2.29351 -0.35436 -1.93065
H 2.36706 -2.89349 0.24476
H 2.72156 -2.25740 1.82688
H 1.00068 -2.74455 1.44462
K 2.90318 3.90444 0.04705
```



Entry 4:
Density functional theory data (wB97M-V/def2-TZVPD) for C5H9MgO3Sr as an isolated structure.

## Properties
Lowest unoccupied orbital energy (spin up / spin down)   0.12 / -0.22 eV
Charge   0
Frontier orbital gap (spin up / spin down)   4.1 / 6.0 eV
HOMO (spin up / spin down)   -0.146 / -0.229 Eh
Energy above the lowest of the compared OMol25 structures with the same formula, charge and spin   22.7 kcal/mol
Calculated total energy   -17749.5445 eV
Multiplicity   2

The geometry in XYZ format:
```
19
C5H9MgO3Sr, DFT wB97M-V/def2-TZVPD
O 2.74566 0.33917 -0.21932
Mg 3.72819 1.96104 0.52729
C 2.43919 -2.02463 -0.23169
C 2.09926 -0.75349 0.04699
O 0.83852 -0.42073 0.56055
C -0.31473 -1.12704 0.11198
C -1.48948 -0.20850 0.34675
O -1.16368 1.06372 -0.20914
C -2.28111 1.93596 -0.33989
Sr 0.92271 1.99519 0.27601
H 2.55821 -2.33221 -1.26764
H 2.32656 -2.78618 0.53747
H -0.43890 -2.05863 0.67968
H -0.21321 -1.36630 -0.95579
H -1.69883 -0.08931 1.42123
H -2.38262 -0.61717 -0.14708
H -1.90649 2.89941 -0.70213
H -2.99150 1.52037 -1.06746
H -2.77774 2.06934 0.63219
```



Entry 5:
Density functional theory data (wB97M-V/def2-TZVPD) for C5H9N in the gas phase.

## Properties
Lowest unoccupied orbital energy   1.03 eV
Charge   0
Structure (SMILES)   CC(C)C=C=N
Frontier orbital gap   9.3 eV
HOMO   -0.304 Eh
Energy above the lowest of the compared OMol25 structures with the same formula, charge and spin   75.3 kcal/mol
Calculated total energy   -6817.7309 eV
Multiplicity   1

The geometry in XYZ format:
```
15
C5H9N, DFT wB97M-V/def2-TZVPD
C 0.12796 0.22132 0.25259
C 1.39655 0.82038 -0.36705
C -0.96106 1.28631 0.40159
C -0.40237 -0.88315 -0.93060
N -0.93866 -2.60502 0.80248
C -0.43671 -1.78715 0.02276
H 0.40353 -0.09294 1.26559
H -0.61639 -3.56536 0.73267
H -0.03567 -0.99564 -1.94065
H 2.18071 0.06804 -0.44004
H -1.85431 0.85789 0.85143
H 1.19797 1.22330 -1.35931
H 1.76400 1.63444 0.25639
H -0.60233 2.10900 1.01989
H -1.22321 1.70858 -0.56772
```



Entry 6:
Density functional theory data (wB97M-V/def2-TZVPD) for C5H9N in the gas phase.

## Properties
Lowest unoccupied orbital energy   1.01 eV
Charge   0
Structure (SMILES)   CCC#CCN
Frontier orbital gap   10.2 eV
HOMO   -0.337 Eh
Energy above the lowest of the compared OMol25 structures with the same formula, charge and spin   50.2 kcal/mol
Calculated total energy   -6818.8191 eV
Multiplicity   1

The geometry in XYZ format:
```
15
C5H9N, DFT wB97M-V/def2-TZVPD
C 2.67337 0.53991 -0.34692
C 1.82467 -0.37886 0.50075
C 0.38577 -0.41476 0.16473
C -0.77889 -0.39505 -0.14290
C -2.20748 -0.39711 -0.42228
H 2.42155 1.51314 -0.21236
H 2.59560 0.35527 -1.36190
H 3.69774 0.45719 -0.11464
H 2.24005 -1.37967 0.44285
H 1.88638 -0.08521 1.53192
H -2.27824 -0.22808 -1.49015
H -2.60596 -1.40425 -0.23964
H -2.90414 0.64629 1.33878
H -4.00175 0.50536 0.06448
N -2.94867 0.66585 0.28726
```



Entry 7:
Density functional theory data (wB97M-V/def2-TZVPD) for C5H9N in the gas phase.

## Properties
Lowest unoccupied orbital energy   -0.33 eV
Charge   0
Frontier orbital gap   7.6 eV
HOMO   -0.290 Eh
Energy above the lowest of the compared OMol25 structures with the same formula, charge and spin   104.0 kcal/mol
Calculated total energy   -6816.4851 eV
Multiplicity   1

The geometry in XYZ format:
```
15
C5H9N, DFT wB97M-V/def2-TZVPD
C 1.60105 -0.88403 -1.10697
C 1.20493 -0.14756 0.16593
C -0.19660 0.40335 0.08283
C -0.35957 1.74403 0.25896
C -1.57119 -0.52155 0.92975
N -1.18924 -0.53709 -0.34164
H 2.66023 -1.05739 -1.29167
H 1.03436 -1.81449 -1.16357
H 1.27752 -0.33284 -2.00327
H 2.00824 0.55823 0.38875
H 1.27587 -0.89258 0.97391
H 0.51392 2.37685 0.20385
H -1.33516 2.19554 0.37990
H -1.15204 -1.03387 1.81729
H -2.31578 0.20702 1.29574
```